(1)
{
  "formula": "C37H36ClF4N3O2P2Pd",
  "method": "ωB97M-V/def2-TZVPD",
  "elements": ["Pd", "C", "N", "C", "C", "C", "N", "C", "C", "F", "C", "F", "C", "C", "F", "C", "F", "H", "H", "H", "H", "H", "H", "H", "H", "H", "H", "H", "C", "N", "P", "C", "C", "C", "C", "C", "C", "C", "C", "C", "C", "C", "C", "P", "C", "C", "C", "C", "C", "C", "C", "C", "C", "C", "C", "C", "H", "H", "H", "H", "H", "H", "H", "H", "H", "H", "H", "H", "H", "H", "H", "H", "H", "H", "H", "H", "H", "H", "H", "Cl", "C", "C", "O", "O", "H", "H"],
  "coordinates": [[0.989, 1.098, 1.335], [0.770, 4.106, 2.251], [1.716, 3.191, 1.594], [2.146, 3.730, 0.290], [2.927, 2.973, 2.420], [2.652, 2.230, 3.700], [1.836, 1.047, 3.447], [1.608, 0.166, 4.422], [0.737, -0.937, 4.168], [0.111, -0.998, 2.990], [0.497, -1.924, 5.085], [-0.314, -2.923, 4.757], [1.081, -1.882, 6.346], [1.904, -0.813, 6.653], [2.464, -0.736, 7.851], [2.164, 0.188, 5.742], [2.955, 1.181, 6.123], [1.248, 5.071, 2.447], [0.420, 3.686, 3.191], [-0.095, 4.264, 1.610], [2.651, 4.692, 0.424], [1.286, 3.872, -0.358], [2.834, 3.030, -0.180], [3.399, 3.933, 2.658], [3.626, 2.395, 1.817], [2.134, 2.854, 4.435], [3.616, 1.974, 4.139], [0.887, -2.656, 7.076], [-2.209, -0.598, 0.710], [-1.365, -0.519, -0.508], [-0.524, 1.012, -0.671], [0.267, 0.956, -2.293], [-0.505, 1.078, -3.453], [0.101, 1.037, -4.696], [1.480, 0.886, -4.793], [2.255, 0.795, -3.646], [1.651, 0.839, -2.398], [-1.910, 2.158, -0.915], [-1.677, 3.520, -0.745], [-2.673, 4.446, -1.014], [-3.919, 4.015, -1.444], [-4.162, 2.659, -1.612], [-3.164, 1.733, -1.354], [-0.705, -1.924, -1.140], [-1.001, -2.044, -2.898], [0.047, -2.458, -3.715], [-0.176, -2.610, -5.077], [-1.430, -2.348, -5.607], [-2.474, -1.931, -4.787], [-2.266, -1.774, -3.429], [-1.344, -3.305, -0.244], [-0.892, -3.525, 1.062], [-1.350, -4.622, 1.765], [-2.239, -5.509, 1.165], [-2.662, -5.309, -0.142], [-2.209, -4.215, -0.861], [-2.690, 0.367, 0.856], [-1.638, -0.859, 1.599], [-2.989, -1.341, 0.563], [-1.576, 1.209, -3.386], [-0.501, 1.131, -5.590], [1.953, 0.861, -5.766], [3.331, 0.708, -3.722], [2.267, 0.813, -1.511], [-0.709, 3.872, -0.419], [-2.476, 5.502, -0.886], [-4.699, 4.736, -1.648], [-5.134, 2.321, -1.948], [-3.362, 0.678, -1.496], [1.024, -2.658, -3.292], [0.630, -2.935, -5.720], [-1.601, -2.474, -6.668], [-3.452, -1.737, -5.208], [-3.077, -1.455, -2.786], [-0.174, -2.848, 1.509], [-1.008, -4.798, 2.776], [-2.591, -6.371, 1.717], [-3.341, -6.010, -0.608], [-2.530, -4.071, -1.885], [2.715, -3.245, -0.861], [3.485, -1.772, -0.256], [2.499, -0.802, 0.347], [2.915, 0.372, 0.601], [1.311, -1.118, 0.569], [4.011, -1.286, -1.074], [4.216, -2.048, 0.503]],
  "mulliken_charge": [-0.05, -0.94, 1.06, -0.95, -1.30, -1.05, 0.55, -0.43, 0.13, 0.28, -0.33, -0.23, -0.41, -0.11, -0.27, 0.95, -0.28, 0.33, 0.26, 0.22, 0.42, 0.19, 0.31, 0.51, 0.39, 0.59, 0.61, 0.54, -0.90, 0.83, 0.85, 0.49, -0.24, -0.86, -0.66, -1.16, -0.27, 0.79, -0.69, -0.88, -0.68, -0.79, -0.08, -0.05, 0.78, -0.49, -0.71, -0.61, -0.85, -0.18, 0.67, -0.08, -0.81, -0.64, -0.79, -0.66, 0.61, -0.28, 0.39, 0.45, 0.51, 0.45, 0.51, 0.55, 0.25, 0.48, 0.41, 0.47, 0.28, 0.38, 0.48, 0.45, 0.47, 0.42, 0.38, 0.50, 0.42, 0.45, 0.42, -0.14, -0.68, 0.41, -0.55, 0.37, 0.38, 0.44],
  "multiplicity": 5,
  "total_charge": 2,
  "orbital_gap_ev": [8.51, 6.68],
  "homo_energy_ev": [-13.320, -14.144]
}

***

(2)
{
  "formula": "C37H36N3NdO2PS2Se2",
  "method": "ωB97M-V/def2-TZVPD",
  "elements": ["Nd", "Se", "Se", "C", "C", "C", "C", "C", "N", "C", "C", "C", "C", "C", "N", "H", "H", "H", "H", "H", "H", "H", "H", "O", "S", "C", "C", "C", "C", "H", "H", "H", "H", "H", "H", "H", "H", "S", "C", "N", "C", "C", "C", "C", "H", "H", "H", "H", "H", "O", "P", "C", "C", "C", "C", "C", "C", "C", "C", "C", "C", "C", "C", "C", "C", "C", "C", "C", "C", "H", "H", "H", "H", "H", "H", "H", "H", "H", "H", "H", "H", "H", "H", "H"],
  "coordinates": [[-1.008, -0.847, 0.366], [-1.058, -3.608, 1.587], [-2.710, -2.431, 2.836], [-1.507, -1.233, 3.761], [-1.508, -1.225, 5.148], [-0.602, -0.408, 5.804], [0.271, 0.346, 5.032], [0.178, 0.288, 3.652], [-0.705, -0.477, 2.994], [-2.366, -3.871, 0.169], [-3.036, -5.070, 0.021], [-4.050, -5.131, -0.929], [-4.324, -3.997, -1.681], [-3.593, -2.838, -1.453], [-2.628, -2.762, -0.531], [-2.195, -1.860, 5.690], [-0.569, -0.371, 6.882], [1.018, 0.968, 5.496], [0.851, 0.877, 3.044], [-2.787, -5.918, 0.641], [-4.614, -6.042, -1.068], [-5.108, -4.001, -2.423], [-3.792, -1.933, -2.016], [-0.664, -1.277, -1.910], [-0.370, -2.387, -2.927], [-0.865, -1.638, -4.533], [0.375, -1.599, -5.411], [1.535, -1.259, -4.482], [1.411, -2.229, -3.317], [-1.215, -0.636, -4.282], [-1.686, -2.216, -4.952], [0.257, -0.862, -6.204], [0.553, -2.572, -5.869], [1.450, -0.223, -4.144], [2.494, -1.378, -4.986], [1.921, -1.914, -2.410], [1.743, -3.230, -3.592], [-3.445, 0.416, 0.431], [-3.964, 2.046, 0.376], [-4.905, 2.334, -0.557], [-5.498, 3.533, -0.669], [-5.161, 4.547, 0.187], [-4.195, 4.302, 1.173], [-3.583, 3.071, 1.258], [-5.201, 1.566, -1.156], [-6.239, 3.649, -1.445], [-5.650, 5.504, 0.115], [-3.944, 5.083, 1.876], [-2.841, 2.863, 2.017], [1.157, -1.114, 0.381], [2.027, 0.130, 0.396], [3.065, 0.175, 1.866], [3.960, 1.226, 2.049], [4.785, 1.227, 3.159], [4.751, 0.161, 4.047], [3.893, -0.910, 3.834], [3.038, -0.903, 2.746], [3.134, 0.262, -1.023], [3.893, -0.865, -1.327], [4.850, -0.796, -2.324], [5.065, 0.403, -2.990], [4.328, 1.534, -2.663], [3.361, 1.469, -1.675], [0.880, 1.588, 0.316], [0.947, 2.694, 1.164], [0.075, 3.761, 0.995], [-0.864, 3.741, -0.024], [-0.933, 2.657, -0.890], [-0.060, 1.582, -0.735], [4.015, 2.015, 1.310], [5.460, 2.053, 3.324], [5.410, 0.155, 4.900], [3.902, -1.753, 4.506], [2.367, -1.730, 2.549], [3.732, -1.778, -0.767], [5.436, -1.668, -2.568], [5.823, 0.463, -3.755], [4.514, 2.470, -3.168], [2.793, 2.350, -1.405], [1.703, 2.743, 1.936], [0.148, 4.620, 1.644], [-1.519, 4.587, -0.167], [-1.622, 2.675, -1.724], [0.011, 0.828, -1.531]],
  "mulliken_charge": [0.62, -0.10, 0.06, 0.26, -0.73, -0.54, -1.04, -0.53, 0.51, 0.28, -0.68, -0.37, -0.88, -0.43, 0.55, 0.51, 0.46, 0.54, 0.77, 0.52, 0.47, 0.48, 0.51, -0.39, 0.20, -0.54, -0.87, -0.38, 0.14, 0.27, 0.49, 0.39, 0.36, 0.12, 0.50, -0.53, 0.57, -0.31, 0.40, -0.01, -0.34, -0.60, -0.36, -0.49, 0.24, 0.45, 0.45, 0.48, 0.51, -0.45, 1.87, 0.36, -0.79, -0.82, -0.65, -0.67, -0.31, 1.19, -0.88, -0.67, -0.64, -0.68, -0.57, 0.73, -0.90, -0.96, -0.88, -0.58, -0.23, 0.55, 0.48, 0.48, 0.51, 0.36, 0.44, 0.50, 0.47, 0.49, 0.47, 0.54, 0.49, 0.62, 0.53, 0.58],
  "multiplicity": 4,
  "total_charge": 3,
  "orbital_gap_ev": [7.62, 7.62],
  "homo_energy_ev": [-15.724, -15.728]
}

***

Maximum force
In order: 0.0067, 0.0413
Unit: hartree/bohr
ΔE to the lowest compared entry with this formula, charge and spin
In order: 40.2, 36.7
Unit: kJ/mol